(1)
Formula: C17H21BrCl2O4Pb
Source: the OMol25 dataset
Level of theory: wB97M-V/def2-TZVPD

Computed properties:
LUMO energy = 4.526 eV
Kohn-Sham gap = 5.489 eV
HOMO = -0.9630 eV
energy above the lowest of the compared OMol25 structures with the same formula, charge and spin = 92.9 kcal per mole
charge = -2

Each line ends with the Mulliken charge.
Cartesian coordinates (Å):
1 C 0.148 -1.501 -2.503  0.527
2 C 0.991 -0.351 -2.680  0.619
3 C 0.167 0.796 -2.759  0.772
4 C 2.457 -0.354 -2.892  -1.578
5 C -1.179 0.390 -2.613  0.800
6 C -1.204 -1.038 -2.461  0.362
7 C -2.422 -1.886 -2.413  -1.853
8 C 0.592 -2.918 -2.492  -1.792
9 C 0.631 2.180 -3.003  -1.763
10 C -2.353 1.283 -2.746  -1.958
11 Pb -0.152 -0.350 -0.553  1.821
12 Cl 4.768 1.121 0.292  -0.980
13 Cl 2.006 -1.113 0.133  -0.389
14 O -1.901 0.249 0.281  -0.819
15 H 2.909 -1.286 -2.574  0.289
16 H 2.942 0.450 -2.346  0.338
17 H 2.665 -0.216 -3.955  0.353
18 H 1.591 2.370 -2.535  0.414
19 H -0.073 2.912 -2.620  0.373
20 H 0.739 2.347 -4.077  0.321
21 H -2.205 2.221 -2.218  0.357
22 H -3.255 0.826 -2.358  0.369
23 H -2.512 1.513 -3.802  0.312
24 H -3.232 -1.390 -1.888  0.420
25 H -2.228 -2.829 -1.910  0.371
26 H -2.760 -2.111 -3.426  0.299
27 H 1.547 -3.028 -1.989  0.383
28 H 0.697 -3.285 -3.515  0.317
29 H -0.120 -3.553 -1.976  0.358
30 H -1.852 1.131 0.671  0.180
31 O -0.673 -1.914 0.441  -0.592
32 H -1.600 -1.854 0.720  0.184
33 Br -0.049 3.163 2.751  -0.186
34 C 0.198 1.866 4.141  -0.104
35 C 0.148 2.332 5.466  -0.464
36 C 0.303 1.452 6.542  -0.422
37 C 0.514 0.100 6.308  -0.467
38 C 0.567 -0.378 5.001  -0.419
39 C 0.409 0.490 3.890  0.280
40 C 0.426 -0.128 2.534  0.625
41 O 0.543 -1.437 2.497  -0.630
42 O 0.225 0.558 1.398  -0.450
43 H -0.021 3.381 5.668  0.357
44 H 0.256 1.819 7.559  0.341
45 H 0.632 -0.586 7.138  0.344
46 H 0.722 -1.442 4.871  0.378



(2)
Formula: C3H3FO4P
Source: the OMol25 dataset
Level of theory: wB97M-V/def2-TZVPD

Computed properties:
LUMO energy = -5.687 eV
Kohn-Sham gap = 10.936 eV
HOMO = -16.6229 eV
energy above the lowest of the compared OMol25 structures with the same formula, charge and spin = 10.2 kcal per mole
charge = +1

Each line ends with the Mulliken charge.
Cartesian coordinates (Å):
1 C 4.003 -0.634 0.429  0.628
2 C 3.810 0.902 0.189  0.372
3 C 0.244 0.276 0.345  -0.761
4 O 4.641 -1.316 1.110  -0.254
5 O 4.350 1.683 0.851  -0.279
6 O 2.942 -1.301 -0.397  -0.217
7 O 2.900 1.053 -0.770  -0.251
8 F 1.716 -0.369 -2.359  -0.138
9 P 1.970 -0.233 -0.855  0.804
10 H -0.035 1.281 -0.044  0.361
11 H 0.729 0.366 1.254  0.345
12 H -0.340 -0.602 0.480  0.389



(3)
Formula: C4H8O
Source: the OMol25 dataset
Level of theory: wB97M-V/def2-TZVPD

Computed properties:
LUMO energy = 1.217 eV
Kohn-Sham gap = 12.744 eV
HOMO = -11.5266 eV
energy above the lowest of the compared OMol25 structures with the same formula, charge and spin = 5.9 kcal per mole

Each line ends with the Mulliken charge.
Cartesian coordinates (Å):
1 C 0.669 0.848 -0.880  -1.071
2 C -0.510 -0.088 -0.619  -0.158
3 C -1.164 0.169 0.736  -1.085
4 C 1.555 -2.352 0.903  0.109
5 O 1.939 -1.467 1.502  -0.118
6 H 0.345 1.895 -0.899  0.338
7 H 1.423 0.751 -0.089  0.255
8 H 1.156 0.629 -1.837  0.301
9 H -1.255 0.024 -1.417  0.328
10 H -1.982 -0.533 0.931  0.302
11 H -1.575 1.185 0.790  0.343
12 H -0.432 0.068 1.547  0.261
13 H -0.169 -1.130 -0.669  0.194



(4)
Formula: C5H8O
Source: the OMol25 dataset
Level of theory: wB97M-V/def2-TZVPD

Computed properties:
LUMO energy (alpha / beta) = -0.419 / -0.421 eV
Kohn-Sham gap (alpha / beta) = 8.342 / 8.342 eV
HOMO (alpha / beta) = -8.7608 / -8.7632 eV
energy above the lowest of the compared OMol25 structures with the same formula, charge and spin = 107.0 kcal per mole

Each line ends with the Mulliken charge.
Cartesian coordinates (Å):
1 O -0.370 1.685 -2.217  -0.466
2 C -0.121 0.512 -2.135  -0.105
3 C -0.006 -0.207 -0.835  -0.474
4 C -0.265 0.655 0.400  -0.551
5 C -0.151 -0.213 1.664  -0.299
6 C 1.139 -0.865 1.430  -0.513
7 H 0.037 -0.109 -3.041  0.341
8 H -0.643 -1.104 -0.865  0.334
9 H 0.479 1.445 0.439  0.283
10 H -1.240 1.128 0.362  0.372
11 H -0.102 0.456 2.509  0.295
12 H -1.019 -0.860 1.752  0.286
13 H 1.045 -0.574 -0.750  0.305
14 H 1.000 -1.896 1.132  0.191



(5)
Formula: C48H50F4N6
Source: the OMol25 dataset
Level of theory: wB97M-V/def2-TZVPD

Computed properties:
SMILES string = c1cc[nH]c1.c1cc[nH]c1.c1cc[nH]c1.c1cc[nH]c1.c1cc[nH]c1.c1cc[nH]c1.Fc1ccccc1.Fc1ccccc1.Fc1ccccc1.Fc1ccccc1
LUMO energy = 0.472 eV
Kohn-Sham gap = 8.544 eV
HOMO = -8.0723 eV

Each line ends with the Mulliken charge.
Cartesian coordinates (Å):
1 C -11.195 -1.431 -20.865  -0.594
2 C -11.237 -0.401 -19.857  -0.688
3 C -12.439 -0.533 -19.246  -0.267
4 N -13.110 -1.539 -19.825  0.137
5 C -12.334 -2.130 -20.783  -0.618
6 H -10.349 -1.537 -21.497  0.459
7 H -10.464 0.317 -19.646  0.435
8 H -12.873 0.050 -18.460  0.453
9 H -14.125 -1.577 -19.814  0.193
10 H -12.675 -3.005 -21.315  0.485
11 C -9.336 -7.311 -13.597  -0.808
12 C -9.746 -6.305 -12.717  -0.415
13 C -10.948 -6.682 -12.176  -0.350
14 N -11.267 -7.904 -12.721  0.175
15 C -10.294 -8.319 -13.555  -0.606
16 H -8.470 -7.273 -14.172  0.570
17 H -9.228 -5.381 -12.477  0.423
18 H -11.678 -6.156 -11.533  0.363
19 H -12.082 -8.432 -12.471  0.203
20 H -10.419 -9.202 -14.132  0.429
21 C -13.565 -8.809 -18.757  0.145
22 C -13.553 -10.225 -19.041  -0.879
23 C -14.814 -10.520 -19.402  -0.569
24 N -15.587 -9.362 -19.444  -0.003
25 C -14.768 -8.288 -18.982  -0.808
26 H -12.619 -8.309 -18.557  0.688
27 H -12.721 -10.855 -18.925  0.466
28 H -15.303 -11.473 -19.628  0.408
29 H -16.560 -9.302 -19.611  0.171
30 H -15.216 -7.296 -18.833  0.418
31 C -12.384 -0.469 -15.151  0.366
32 C -13.416 0.486 -15.261  -0.318
33 C -13.372 1.255 -14.047  -1.051
34 N -12.372 0.708 -13.317  0.095
35 C -11.766 -0.352 -13.945  -1.171
36 H -12.074 -1.181 -15.916  0.384
37 H -14.133 0.625 -16.037  0.676
38 H -14.009 2.021 -13.554  0.330
39 H -12.081 1.195 -12.459  0.232
40 H -10.958 -0.785 -13.366  0.431
41 C -14.797 -8.940 -13.173  -0.677
42 C -14.983 -9.213 -11.852  -0.523
43 C -15.081 -7.992 -11.175  -0.630
44 N -14.928 -7.046 -12.112  0.324
45 C -14.779 -7.615 -13.370  -0.387
46 H -14.794 -9.694 -13.954  0.473
47 H -14.939 -10.208 -11.417  0.362
48 H -15.144 -7.705 -10.168  0.491
49 H -15.088 -6.036 -12.064  0.116
50 H -14.785 -7.003 -14.230  0.451
51 C -12.618 -4.072 -16.843  0.402
52 C -13.352 -5.260 -16.911  -0.359
53 C -12.671 -6.213 -16.172  -0.827
54 N -11.562 -5.586 -15.673  0.607
55 C -11.550 -4.318 -16.041  -1.921
56 H -12.930 -3.177 -17.349  0.508
57 H -14.302 -5.498 -17.445  0.243
58 H -12.742 -7.277 -15.947  0.638
59 H -10.823 -6.117 -15.155  -0.011
60 H -10.837 -3.643 -15.731  0.787
61 F -8.064 -6.875 -19.375  -0.292
62 C -7.753 -5.788 -18.636  0.629
63 C -8.612 -4.745 -18.593  -0.663
64 C -8.215 -3.641 -17.804  -0.096
65 C -7.028 -3.585 -17.133  -0.848
66 C -6.193 -4.787 -17.149  -0.306
67 C -6.584 -5.867 -17.880  -0.670
68 H -9.526 -4.738 -19.117  0.649
69 H -8.928 -2.786 -17.819  0.404
70 H -6.724 -2.730 -16.465  0.326
71 H -5.188 -4.794 -16.758  0.404
72 H -6.051 -6.781 -18.094  0.450
73 F -16.830 -2.768 -10.211  -0.348
74 C -16.389 -3.093 -11.425  0.479
75 C -15.269 -2.337 -11.867  -0.608
76 C -14.652 -2.748 -13.083  -0.314
77 C -15.284 -3.768 -13.859  0.065
78 C -16.475 -4.358 -13.478  -0.816
79 C -17.031 -4.076 -12.177  -0.512
80 H -14.798 -1.629 -11.177  0.408
81 H -13.682 -2.356 -13.382  0.511
82 H -14.749 -4.027 -14.773  0.237
83 H -16.955 -5.092 -14.123  0.417
84 H -18.018 -4.450 -11.909  0.436
85 F -14.400 -7.770 -23.669  -0.317
86 C -13.112 -7.748 -23.286  0.534
87 C -12.089 -7.414 -24.186  -0.773
88 C -10.784 -7.506 -23.733  -0.224
89 C -10.494 -7.763 -22.411  -0.921
90 C -11.548 -7.893 -21.523  -0.037
91 C -12.862 -7.988 -21.930  -0.218
92 H -12.296 -7.130 -25.208  0.437
93 H -10.016 -7.469 -24.447  0.412
94 H -9.480 -7.859 -22.044  0.453
95 H -11.421 -7.990 -20.467  0.277
96 H -13.642 -8.369 -21.337  0.363
97 F -15.564 -3.248 -19.067  -0.346
98 C -16.261 -2.391 -18.279  0.110
99 C -15.727 -1.873 -17.142  0.746
100 C -16.548 -1.107 -16.274  -0.733
101 C -17.855 -0.862 -16.587  -0.680
102 C -18.403 -1.410 -17.812  -0.405
103 C -17.627 -2.146 -18.679  -0.679
104 H -14.725 -2.057 -16.742  0.383
105 H -16.204 -0.799 -15.312  0.531
106 H -18.593 -0.394 -15.896  0.341
107 H -19.418 -1.155 -18.098  0.363
108 H -18.030 -2.750 -19.515  0.383



(6)
Formula: C5H11N
Source: the OMol25 dataset
Level of theory: wB97M-V/def2-TZVPD

Computed properties:
LUMO energy = 1.146 eV
Kohn-Sham gap = 10.170 eV
HOMO = -9.0249 eV
energy above the lowest of the compared OMol25 structures with the same formula, charge and spin = 122.0 kcal per mole

Each line ends with the Mulliken charge.
Cartesian coordinates (Å):
1 C -1.271 -0.116 0.996  -1.029
2 C -0.860 0.729 -0.017  0.368
3 C -1.435 0.652 -1.405  -1.203
4 N 1.164 0.135 -0.643  -0.396
5 C 2.094 0.163 0.518  -0.346
6 C 1.571 -1.013 -0.167  -0.166
7 H -0.186 -1.217 1.077  -0.144
8 H -1.170 0.191 2.036  0.344
9 H -2.056 -0.846 0.786  0.348
10 H -0.375 1.664 0.256  0.297
11 H -1.695 -0.382 -1.662  0.310
12 H -0.720 1.021 -2.145  0.350
13 H -2.350 1.254 -1.462  0.334
14 H 1.666 0.392 1.502  0.202
15 H 3.090 0.570 0.335  0.239
16 H 1.845 -1.950 -0.645  0.351
17 H 0.586 -1.580 0.833  0.140